The following is a quantum chemistry calculation of a gas-phase ion, C5H13N2 (charge +1) at a distorted geometry, from the Open Molecules 2025 dataset.

Last column: Mulliken charge in e.
Geometry (Å):
C -0.07788 0.82754 0.91485  0.00
C 0.23091 2.38859 1.06230  -1.45
C 0.80877 -1.64548 -1.08633  -1.27
H -1.53849 -2.50742 -0.82494  0.24
H 0.77219 2.75705 0.30779  0.49
H 0.80695 -2.70641 -0.96516  0.31
H 0.79094 2.65326 2.04612  0.40
H -0.72476 2.86967 1.35289  0.38
H 1.71346 -1.21512 -1.41157  0.41
H -2.42622 -1.24936 -1.77586  0.26
C -0.35609 0.56767 -0.65728  -0.71
N 1.21953 0.06772 1.30059  -0.19
H -1.28914 1.08698 -0.88776  0.43
C -0.37490 -0.90843 -0.89972  0.49
H -0.93157 0.56932 1.59355  0.33
H 0.42756 0.96135 -1.29783  0.37
H 2.06699 0.62550 1.10948  0.39
H 1.16318 -0.79720 0.67277  0.24
N -1.68267 -1.50030 -1.02552  -0.49
H 1.02600 -0.39885 2.15200  0.38

Properties
- SMILES = C=C(N)C[C@H](C)[NH3+]
- energy relative to the best compared isomer or geometry (same formula, charge and spin) (kcal per mole) = 72.6
- multiplicity = 1
- total charge = +1


The following is a quantum chemistry calculation of 2 unconnected molecules or ions with the total composition C5H13N2 at a distorted geometry, from the Open Molecules 2025 dataset.

Last column: Mulliken charge in e.
Geometry (Å):
C 0.67636 -1.67667 -0.35758  -0.28
H -0.52671 3.20826 0.46255  0.31
H -0.69576 1.44326 3.19946  0.27
H 0.74599 1.96370 0.14712  0.26
C -0.68827 -1.75355 -1.05388  -1.24
H -1.39226 -2.33143 -0.45569  0.31
H 1.22460 -2.61023 -0.46962  0.34
C -1.15573 0.90550 2.38218  -0.07
N -0.93716 1.27595 1.18708  0.11
N 1.55445 -0.56315 -0.81457  -0.40
H -1.81102 0.06127 2.55941  0.29
H 2.34304 0.27791 -2.46098  0.29
H -1.12594 -0.75691 -1.19414  0.40
H 0.58142 2.58790 1.74779  0.33
C 0.01105 2.35018 0.85365  -0.70
H 0.54241 -1.51804 0.71619  0.24
C 1.60964 -0.42567 -2.07758  -0.27
H -1.23878 0.65773 0.44148  0.19
H -0.63245 -2.20288 -2.04230  0.39
H 0.91512 -0.89314 -2.77056  0.24

Properties
- energy relative to the best compared isomer or geometry (same formula, charge and spin) (kcal per mole) = 73.8
- multiplicity = 1
- total charge = +1


The following is a quantum chemistry calculation of 2 unconnected molecules or ions with the total composition C5H13N2 at a distorted geometry, from the Open Molecules 2025 dataset.

Last column: Mulliken charge in e.
Geometry (Å):
H 0.93565 -0.89228 -1.78102  0.47
N -0.35529 -0.74428 0.96342  -0.18
H -0.55498 -0.14962 -2.16911  0.36
C 0.89647 1.21928 -1.39355  0.12
C 0.42498 2.53660 -1.89271  -0.59
H 1.98829 0.95768 -1.46069  0.29
H -0.70939 2.01707 -0.10371  0.32
H -0.69661 -3.49384 2.36081  0.26
H 0.06391 0.07449 1.18231  0.22
H 0.90765 2.52876 0.39352  0.34
C 0.16234 -0.23398 -1.43464  -0.99
N -0.50331 -2.64105 2.77086  -0.85
C 0.30704 2.29593 -0.44912  -0.79
H -1.42047 -2.57041 3.23880  0.31
H -0.54563 -1.51032 1.85481  0.40
H -0.54928 2.59786 -2.38537  0.25
H 1.23443 3.20229 -2.27639  0.26
C -0.57259 -0.88231 -0.27707  0.18
H -1.25415 -1.77621 -0.63128  0.31
H 0.24094 -2.53565 3.49012  0.30

Properties
- energy relative to the best compared isomer or geometry (same formula, charge and spin) (kcal per mole) = 79.4
- multiplicity = 1
- total charge = +1


The following is a quantum chemistry calculation of a gas-phase ion, C5H13N2 (charge +1) at a distorted geometry, from the Open Molecules 2025 dataset.

Last column: Mulliken charge in e.
Geometry (Å):
H -0.23817 -0.96339 -1.86564  0.23
C 2.45992 -1.08936 0.07822  -1.42
N -1.29106 2.36819 0.71482  -0.44
C 1.16110 -0.52192 -0.47535  0.56
H -0.13692 -1.69245 0.58879  0.40
C -1.35819 -0.12888 0.15536  0.08
H 0.32717 -0.25465 1.49420  0.49
H -2.94626 1.22220 0.44251  0.42
H 2.38750 -2.13284 0.38057  0.34
H 2.80957 -0.49490 0.92232  0.39
H 1.23019 -0.87534 -2.52121  0.29
C -0.02905 -0.60139 0.51934  -0.76
C -1.92251 1.08802 0.80330  -0.74
H 3.20315 -1.01580 -0.71726  0.37
H -1.44256 2.86660 -0.14216  0.22
H -2.01509 0.83769 1.87474  0.36
H -0.41479 2.60042 1.15462  0.21
H -2.11769 -0.89836 -0.01995  0.37
N 0.72941 -1.23588 -1.71266  -0.67
H 1.34292 0.53098 -0.72104  0.30

Properties
- energy relative to the best compared isomer or geometry (same formula, charge and spin) (kcal per mole) = 106.7
- multiplicity = 1
- total charge = +1


The following is a quantum chemistry calculation of 2 unconnected molecules or ions with the total composition C5H13N2 at a distorted geometry, from the Open Molecules 2025 dataset.

Last column: Mulliken charge in e.
Geometry (Å):
C -2.50727 -1.06289 1.92002  -0.66
H -0.41303 -2.37394 0.75302  0.43
H 0.61039 2.49358 1.33509  0.33
C 0.74047 1.47075 -0.53932  0.11
H -3.24065 -0.34275 2.27660  0.25
C 1.22634 1.95333 0.61961  -0.55
H 2.14062 0.07140 -0.68800  0.40
H -2.53776 -2.06162 2.33309  0.29
C 0.92540 -0.03754 -2.49790  -0.87
H -0.05386 -0.47742 -2.66544  0.32
H 0.02634 2.06316 -1.10354  0.46
H 0.23216 -0.80129 0.07063  0.32
H 1.01901 0.91120 -3.03135  0.39
H 0.20697 -1.25317 1.76293  0.40
N 1.14113 0.13634 -1.00338  -0.45
H 2.27668 1.79818 0.88491  0.32
C -1.59527 -0.65573 1.02237  0.06
N -0.30247 -1.35578 0.90640  -0.18
H -1.58996 0.28124 0.46735  0.28
H 1.69474 -0.75703 -2.82310  0.38

Properties
- energy relative to the best compared isomer or geometry (same formula, charge and spin) (kcal per mole) = 89.6
- multiplicity = 2
- total charge = +2


The following is a quantum chemistry calculation of a molecular structure, C5H13N2O at a distorted geometry, from the Open Molecules 2025 dataset.

Last column: Mulliken charge in e.
Geometry (Å):
H -0.69686 2.70084 1.13367  -0.01
C 0.28296 -2.46233 0.10632  -1.34
C 0.59287 -1.17351 -2.65614  -0.39
C 0.49490 -0.88889 -0.07248  -0.12
C -0.08805 -0.24933 1.11257  0.31
N 0.66952 0.44227 2.07005  -0.73
H -1.00948 -0.97353 -1.36331  0.33
H 1.64446 -0.71907 -2.43796  0.18
C -0.88660 3.65602 1.58723  -0.68
H 0.77100 -2.76814 1.05067  0.45
H -1.75420 4.15812 1.15762  0.29
H -1.21765 3.29568 2.63590  0.23
N -0.08903 -0.51837 -1.36289  -0.41
H 1.55674 -0.69732 -0.09441  0.25
H -0.00327 4.22711 1.72430  0.24
H -1.18164 -0.34394 1.27406  0.31
H 0.88347 -3.00589 -0.63210  0.35
H -0.85333 -2.70210 0.21820  0.29
H 0.30639 0.90805 0.91494  -0.06
H 0.17264 -0.47168 -3.44909  0.28
O 0.40517 -2.41397 -2.91714  -0.78

Properties
- energy relative to the best compared isomer or geometry (same formula, charge and spin) (kcal per mole) = 115.4
- multiplicity = 1
- total charge = -1


The following is a quantum chemistry calculation of 2 unconnected molecules or ions with the total composition C5H13N2O at a distorted geometry, from the Open Molecules 2025 dataset.

Last column: Mulliken charge in e.
Geometry (Å):
C -2.58640 -0.65829 2.00392  -1.24
H 2.31651 1.81322 -2.06830  0.29
C 1.09040 0.39694 -0.85304  -0.43
C 2.37091 0.91365 -1.40906  -0.12
H -1.79975 1.40687 -0.53415  0.26
H -2.43436 1.73236 1.03253  0.20
C -1.92577 -0.23502 0.69257  1.04
H -1.47587 -1.04732 -1.33716  0.40
N -1.87459 1.11641 0.44196  -0.44
H -3.72112 -0.59817 1.88498  0.28
H -2.31063 -1.69586 2.21303  0.35
O 3.39089 0.31685 -1.11950  -0.55
H -2.32732 0.01170 2.82074  0.38
H 1.46297 -0.06774 1.12637  0.50
H 0.63156 -0.24919 -1.66667  0.05
C -1.57808 -1.15638 -0.26436  -1.58
H -1.65763 -2.18541 0.08091  0.38
H 2.32199 -1.04349 0.03054  0.42
H 0.43722 1.23090 -0.57737  0.14
N 1.39560 -0.57109 0.22350  -0.66
H 0.55584 -1.22531 0.27224  0.34

Properties
- energy relative to the best compared isomer or geometry (same formula, charge and spin) (kcal per mole) = 65.8
- multiplicity = 2


The following is a quantum chemistry calculation of C5H13N2O in the gas phase at a distorted geometry, from the Open Molecules 2025 dataset.

Last column: Mulliken charge in e.
Geometry (Å):
C -0.58972 -1.93231 1.11193  -0.77
C 1.66136 2.02399 -1.20169  -0.83
H 0.62964 -1.10565 -0.24491  0.29
H -0.42215 -2.98055 1.32136  0.38
H 1.70694 1.59970 -2.19452  0.34
N -0.32351 -1.47193 -0.29218  -0.36
H 0.54112 1.29830 0.29473  0.33
H -1.99693 0.05060 -0.05714  0.33
C -0.43157 0.78644 -1.44633  -0.44
O 0.90913 -0.10241 2.12605  -0.39
C -1.20475 -0.32054 -0.73879  -0.69
H -1.69067 -1.80270 1.17859  0.36
H -1.75672 -0.80358 -1.53283  0.33
H 0.32123 0.20208 -2.03291  0.36
H 1.97361 3.04459 -1.07660  0.30
H -1.06269 -0.44945 2.44939  0.20
N 0.33531 1.71434 -0.59580  -0.48
C -0.08176 -0.96420 2.33164  -0.11
H -1.17230 1.40209 -1.96881  0.25
H 0.27722 -1.59648 3.16603  0.35
H 2.37718 1.40767 -0.59721  0.26

Properties
- energy relative to the best compared isomer or geometry (same formula, charge and spin) (kcal per mole) = 68.0
- multiplicity = 2